(1)
Entry from the OMol25 dataset: a gas-phase ion, C6H15N2 (charge +1) at a distorted geometry (ωB97M-V/def2-TZVPD).

CARTESIAN COORDINATES (ANGSTROEM)
C (0.269, -1.918, -1.734)
C (0.882, -1.101, -0.706)
N (2.191, -1.380, -0.492)
N (0.329, 0.055, -0.181)
C (1.255, 0.901, 0.535)
C (-1.309, 0.504, 0.219)
C (-1.579, 1.905, -0.180)
C (-1.401, 0.343, 1.691)
H (1.087, -2.193, -2.349)
H (-0.609, -1.469, -2.170)
H (0.004, -3.024, -1.412)
H (2.562, -2.266, -0.788)
H (2.710, -0.895, 0.141)
H (2.200, 1.159, -0.154)
H (0.919, 1.767, 0.982)
H (1.770, 0.369, 1.361)
H (-1.883, -0.231, -0.195)
H (-2.606, 1.999, -0.048)
H (-1.023, 2.536, 0.562)
H (-1.123, 1.992, -1.203)
H (-1.426, -0.661, 1.933)
H (-0.738, 0.953, 2.225)
H (-2.481, 0.658, 1.963)

As for the structure (SMILES): CC(=[NH2+])N(C)C(C)C. As for the calculated total energy: -9437.717 eV. Its highest occupied orbital energy is -14.2 eV. Its energy relative to the best compared isomer or geometry (same formula, charge and spin) is 52.0 kcal/mol. As for the charge: +1. The HOMO-LUMO gap comes out at 10.94 eV. The molar mass is 115.2 g/mol.

***

(2)
Entry from the OMol25 dataset: 3 unconnected molecules or ions with the total composition C6H16N at a distorted geometry (ωB97M-V/def2-TZVPD).

CARTESIAN COORDINATES (ANGSTROEM)
C (1.372, -1.145, -1.504)
C (0.986, 0.192, -0.943)
C (1.189, 0.568, 0.374)
C (-0.975, 0.644, -0.198)
C (1.384, -0.360, 1.522)
C (1.984, 0.424, 2.753)
N (-4.140, -0.171, -1.828)
H (1.115, -1.160, -2.536)
H (0.652, -1.841, -1.067)
H (2.420, -1.382, -1.311)
H (0.869, 1.040, -1.575)
H (1.082, 1.599, 0.673)
H (-1.140, -0.188, 0.467)
H (-1.405, 0.502, -1.175)
H (-1.023, 1.679, 0.040)
H (2.101, -1.170, 1.356)
H (0.477, -0.878, 1.815)
H (2.799, 0.999, 2.292)
H (2.381, -0.300, 3.471)
H (1.379, 1.092, 3.368)
H (-4.041, 0.160, -2.781)
H (-4.868, -0.877, -1.919)
H (-4.598, 0.574, -1.293)

As for the calculated total energy: -7962.252 eV. Its highest occupied orbital energy is -13.5 eV. Its energy relative to the best compared isomer or geometry (same formula, charge and spin) is 73.3 kcal/mol. As for the charge: +1. The HOMO-LUMO gap comes out at 8.75 eV. The molar mass is 102.2 g/mol.

***

(3)
Entry from the OMol25 dataset: a single CH2N4O2 molecule at a distorted geometry (ωB97M-V/def2-TZVPD).

CARTESIAN COORDINATES (ANGSTROEM)
O (2.093, 0.085, 0.199)
C (0.896, -0.065, 0.057)
N (0.285, -1.429, -0.540)
N (-0.921, -1.422, -0.104)
N (-1.361, -0.238, 0.328)
N (-0.157, 0.719, 0.497)
O (-0.655, 1.748, -0.560)
H (-1.765, -0.220, 1.419)
H (-0.036, 2.536, -0.143)

As for the structure (SMILES): O=c1nn[nH]n1O. As for the calculated total energy: -11118.897 eV. Its highest occupied orbital energy is -10.4 eV. Its energy relative to the best compared isomer or geometry (same formula, charge and spin) is 108.9 kcal/mol. The HOMO-LUMO gap comes out at 9.39 eV. The molar mass is 102.1 g/mol.

***

(4)
Entry from the OMol25 dataset: a single C2H2N2O4 molecule at a distorted geometry (ωB97M-V/def2-TZVPD).

CARTESIAN COORDINATES (ANGSTROEM)
C (-0.061, 0.010, 0.103)
C (0.026, 1.267, 0.449)
N (-0.879, 1.755, 1.883)
O (-0.825, 2.909, 2.119)
O (-1.423, 0.846, 2.405)
N (0.770, 2.358, -0.108)
O (0.395, 2.773, -1.177)
O (1.692, 2.770, 0.552)
H (0.466, -0.398, -0.744)
H (-0.676, -0.661, 0.683)

As for the structure (SMILES): C=C([N+](=O)[O-])[N+](=O)[O-]. As for the calculated total energy: -13268.962 eV. Its highest occupied orbital energy is -11.3 eV. Its energy relative to the best compared isomer or geometry (same formula, charge and spin) is 143.3 kcal/mol. The HOMO-LUMO gap comes out at 10.46 eV. The molar mass is 118.0 g/mol.

***

Q: Which lowest unoccupied orbital energy values were calculated for the entries above? A: -3.2740 -4.7244 -1.0262 -0.8917, in eV.